[1]
A structure of composition C20H28N2O2 at a distorted geometry, computed with ωB97M-V with the def2-TZVPD basis set.

```
! RIJCOSX wB97M-V def2-TZVPD def2/J DEFGRID3
* xyz 0 1
C -1.9612 -1.1531 -6.5903
H -2.4415 -0.1076 -6.2887
O -1.6626 -1.8533 -5.2844
C -0.6794 -1.1985 -4.6586
C -0.4928 -1.7471 -3.5674
C 0.7000 -1.3422 -2.7823
C 1.4813 -0.1222 -3.1915
C 0.8793 0.4329 -4.2471
C -0.0786 -0.1078 -5.0866
H -0.2430 0.5112 -5.9357
H 1.5277 1.1660 -4.4962
N 2.1278 -0.0585 -2.1521
C 2.0361 -0.7184 -1.1625
C 1.2457 -1.9008 -1.4050
C 0.6202 -2.9738 -0.6529
H 0.5929 -3.8082 -1.3651
H 1.5998 -3.1556 0.0055
C -0.3943 -2.5366 0.1465
N -0.2066 -1.5812 1.2579
C -0.3264 -0.2714 0.8735
O -1.2599 0.1310 -0.0614
C 0.3034 0.6103 1.8302
C -0.6378 0.6059 3.2219
H -0.5943 -0.3859 3.4987
H -1.9462 0.8921 3.0070
C -0.1289 1.5858 4.4026
C -0.1881 3.2481 3.9367
C 0.3419 3.7695 5.2283
C -0.2757 3.6363 6.3422
C -0.2487 2.1927 6.7854
C -0.9290 1.2098 5.6667
H -0.9432 0.2612 5.8319
H -1.9128 1.5290 5.5148
H -0.9070 2.0537 7.6144
H 0.7238 1.9120 6.8941
H 0.0719 4.0429 7.3558
H -1.6034 3.9286 6.3334
H 1.6960 3.6482 5.2873
H 0.3223 4.9216 4.8849
H 0.4753 3.1231 3.0180
H -1.0663 3.4510 3.8600
H 1.1713 1.1857 4.3619
H 1.2093 0.4686 2.0280
H 0.1632 1.8535 1.3769
H 0.4748 -1.8257 1.7491
H -1.2671 -2.0671 -0.3317
H -0.8199 -3.3016 0.7981
H 2.8284 -0.6745 -0.1858
H 2.7252 0.7972 -2.0034
H -0.8227 -2.9342 -3.3867
H -2.8905 -1.8234 -7.0126
H -1.2835 -1.1294 -7.3306
*
```

The value obtained for the total energy is -28250.838 eV. As for the HOMO-LUMO gap: 7.89 eV. The value obtained for the relative energy (zero: lowest compared OMol25 entry of this formula, charge and spin) is 2014.4 kJ/mol. The HOMO energy is -7.38 eV.

natural (NBO) population analysis, charges in e, atoms 1 to 2: atom 1 (C): -0.276, atom 2 (H): 0.191

[2]
A structure of composition C33H32N4O2RuSi at a distorted geometry, computed with ωB97M-V with the def2-TZVPD basis set.

```
! RIJCOSX wB97M-V def2-TZVPD def2/J DEFGRID3
* xyz 2 5
Ru -0.7437 0.8609 0.1902
C -0.2889 4.1071 1.0237
O 0.5215 3.0304 0.5712
C 1.5319 3.2846 -0.3032
C 1.8273 4.5339 -0.8243
C 2.8888 4.6952 -1.7038
C 3.6649 3.6059 -2.0912
C 3.3971 2.3602 -1.5823
C 2.3343 2.1521 -0.6705
N 2.1977 0.9119 -0.1846
N 1.2016 0.4063 0.4615
C 1.3166 -0.5702 1.3584
C -0.0376 -1.0280 1.8743
O -0.8718 0.0665 1.9733
C 0.0409 -1.7963 3.1565
C 1.2030 -2.2206 3.6677
C 2.4668 -1.9382 3.0445
C 3.6558 -2.4247 3.5858
C 4.8735 -2.1403 3.0020
C 4.9331 -1.3289 1.8666
C 3.7817 -0.8132 1.3247
C 2.5257 -1.1042 1.8856
H -0.7945 4.6000 0.1876
H 0.3163 4.8320 1.5738
H -1.0259 3.6534 1.6909
H 1.2422 5.3971 -0.5504
H 3.1038 5.6769 -2.0932
H 4.4842 3.7409 -2.7789
H 3.9999 1.5123 -1.8658
H -0.9002 -1.9781 3.6505
H 1.2164 -2.7770 4.5930
H 3.6160 -3.0396 4.4717
H 5.7840 -2.5411 3.4177
H 5.8850 -1.1002 1.4154
H 3.8251 -0.1757 0.4541
C -0.2884 1.2481 -4.1732
C 0.0285 1.1785 -2.8164
N -0.8875 1.2177 -1.8595
C -2.1934 1.3200 -2.2239
C -2.6062 1.3778 -3.5726
C -1.6058 1.3442 -4.5607
C -4.0004 1.4591 -3.8616
C -4.9247 1.5001 -2.8682
C -4.5402 1.4766 -1.4960
C -5.4447 1.5513 -0.4213
C -4.9556 1.5450 0.8656
C -3.5832 1.4143 1.0900
N -2.7175 1.3177 0.0968
C -3.1689 1.3752 -1.1798
H 0.5083 1.2147 -4.8978
H 1.0636 1.1025 -2.5088
H -1.8855 1.3945 -5.6019
H -4.3061 1.4864 -4.8964
H -5.9775 1.5511 -3.0961
H -6.5048 1.6281 -0.6098
H -5.6180 1.6287 1.7096
H -3.1711 1.3736 2.0934
C -1.1780 -4.7433 2.1210
Si -0.3262 -3.8586 0.6724
C -1.1690 -4.3264 -0.9761
C 1.5544 -4.1315 0.6047
C -0.7126 -1.9419 0.7792
H -1.3281 -5.7868 1.8582
H -2.1571 -4.3305 2.3463
H -0.5868 -4.7181 3.0309
H -1.1190 -5.4036 -1.1061
H -0.6923 -3.8792 -1.8441
H -2.2209 -4.0537 -1.0004
H 1.7655 -5.0745 0.1106
H 1.9877 -4.1864 1.5987
H 2.0798 -3.3551 0.0546
H -1.7883 -1.8655 0.9664
H -0.5021 -1.5048 -0.2176
*
```

The value obtained for the total energy is -55240.453 eV. As for the HOMO-LUMO gap (alpha / beta): 6.49 / 5.67 eV. The HOMO energy (alpha / beta) is -12.89 / -13.48 eV.

natural (NBO) population analysis, charges in e, atoms 1 to 2: atom 1 (Ru): 1.313, atom 2 (C): -0.261

[3]
A cluster of 2 separate species, C3H11NOS in total at a distorted geometry, computed with ωB97M-V with the def2-TZVPD basis set.

```
! RIJCOSX wB97M-V def2-TZVPD def2/J DEFGRID3
* xyz 0 1
C -0.3611 0.5356 -1.8042
N -0.1496 -0.2109 -0.5510
C 0.3674 0.6101 0.5801
C 1.7391 0.2754 1.1559
S 1.7837 -1.4933 1.8199
H -1.2723 1.1214 -1.6856
H 0.4513 1.2792 -1.8585
H -0.3371 -0.0394 -2.7213
H 0.6969 -0.7742 -0.6143
H -0.3758 0.7881 1.3547
H 0.5715 1.6079 0.1659
H 1.9154 0.9094 2.0195
H 2.5796 0.3557 0.4726
H 0.8782 -1.2400 2.7778
O -3.0110 -1.3380 -0.0284
H -3.1624 -1.7272 -0.8875
H -2.3138 -0.6597 -0.1954
*
```

The value obtained for the total energy is -17661.298 eV. As for the HOMO-LUMO gap: 9.98 eV. The value obtained for the relative energy (zero: lowest compared OMol25 entry of this formula, charge and spin) is 108.4 kJ/mol. The HOMO energy is -9.17 eV.

natural (NBO) population analysis, charges in e, atoms 1 to 2: atom 1 (C): -0.417, atom 2 (N): -0.635

[4]
An isolated molecule of C7H11F3Si at a distorted geometry, computed with ωB97M-V with the def2-TZVPD basis set.

```
! RIJCOSX wB97M-V def2-TZVPD def2/J DEFGRID3
* xyz 0 1
C -0.8494 1.3862 0.4718
C 0.2914 1.0208 -0.0008
C 0.8616 -0.3080 -0.2600
C -0.1856 -1.3404 -0.6769
C -1.0719 -1.8403 0.4126
C -2.1221 -0.8227 0.8832
C 1.2998 2.0538 -0.3802
F -3.0100 0.6439 -1.4184
F -4.0478 1.3455 0.8234
F -4.7754 -0.7714 -0.4237
Si -3.4159 0.0850 0.0162
H -1.4706 2.3404 0.7529
H 1.4651 -0.2528 -1.1513
H 1.5632 -0.6898 0.5319
H -0.7628 -0.7381 -1.4886
H 0.3327 -2.1158 -1.0656
H -1.5290 -2.7845 0.2671
H -0.2954 -1.9884 1.1891
H -2.1691 -0.7527 1.9605
H 0.8484 3.1369 -0.5295
H 1.9392 1.8058 -1.3532
H 2.0225 2.0871 0.5709
*
```

The value obtained for the total energy is -23468.537 eV. As for the HOMO-LUMO gap (alpha / beta): 8.65 / 8.38 eV. The value obtained for the relative energy (zero: lowest compared OMol25 entry of this formula, charge and spin) is 270.0 kJ/mol. The HOMO energy (alpha / beta) is -8.99 / -8.87 eV.

natural (NBO) population analysis, charges in e, atoms 1 to 2: atom 1 (C): -0.105, atom 2 (C): -0.136

[5]
A structure of composition C40H73BrI2N3O6 at a distorted geometry, computed with ωB97M-V with the def2-TZVPD basis set.

```
! RIJCOSX wB97M-V def2-TZVPD def2/J DEFGRID3
* xyz 1 1
C -5.1688 -2.2983 7.2205
C -5.8059 -1.5098 6.0008
C -4.9337 -1.6203 4.6730
Br -5.4807 -3.3570 3.8386
C -5.2074 -0.3933 3.7304
C -5.0949 -0.6110 2.1389
C -3.8289 -1.3991 1.5792
C -4.1680 -2.6263 0.6550
O -2.9348 -3.3419 0.4450
C -2.1747 -2.7375 -0.6039
C -0.7598 -3.3701 -0.8050
O 0.2160 -2.8696 0.1400
C 1.4114 -2.5802 -0.5464
C 2.1158 -3.5970 -1.3617
C 3.3297 -3.2649 -2.0948
C 3.9252 -1.9145 -2.0529
C 5.2124 -1.6626 -2.9108
C 6.1928 -2.9289 -2.9300
C 4.6670 -1.5717 -4.4370
C 5.9337 -0.2975 -2.6483
C 6.5454 -0.0225 -1.2206
C 8.0952 0.3224 -1.4422
C 5.9486 1.2771 -0.4927
C 6.5069 -1.1885 -0.1713
C 3.2520 -0.9167 -1.2392
C 2.0217 -1.2601 -0.5034
C -4.8404 0.8437 1.6298
N -4.3186 1.6131 2.5411
C -4.1850 0.8224 3.7850
C -3.8790 1.5232 5.1396
I -2.5679 0.4322 6.5006
C -4.3545 2.7456 5.5406
C -5.3337 3.5646 4.6388
I -3.7729 3.5958 7.4522
H -5.7261 -3.2580 7.4182
H -5.2864 -1.6910 8.1568
H -4.1077 -2.5998 7.0265
H -6.0904 -0.4529 6.2430
H -6.7723 -2.0415 5.7676
H -3.8425 -1.7370 4.8942
H -6.1487 0.1122 4.0980
H -6.0621 -1.1161 1.8956
H -3.2168 -1.7132 2.4728
H -3.1747 -0.6561 1.0316
H -4.4516 -2.2221 -0.3653
H -4.9744 -3.2903 1.0492
H -2.7518 -2.8960 -1.5674
H -2.0267 -1.6268 -0.4993
H -0.4473 -3.1027 -1.8546
H -0.8489 -4.4858 -0.7515
H 1.6492 -4.6149 -1.4142
H 3.7909 -4.0640 -2.7133
H 5.8793 -3.6989 -3.6769
H 7.1889 -2.5335 -3.2857
H 6.2611 -3.4359 -1.9355
H 3.6342 -1.1047 -4.3750
H 5.3974 -0.9392 -5.0035
H 4.5453 -2.5896 -4.8820
H 5.1837 0.5225 -2.8650
H 6.7327 -0.1685 -3.4321
H 8.5679 -0.3967 -2.1743
H 8.6656 0.3068 -0.4733
H 8.1566 1.3332 -1.9215
H 5.2250 0.9525 0.3018
H 6.7915 1.8826 -0.0535
H 5.4252 1.9425 -1.2280
H 5.4674 -1.4855 0.1505
H 7.0866 -2.0858 -0.4971
H 6.9964 -0.7984 0.7705
H 3.6294 0.1248 -1.1738
H 1.5295 -0.4708 0.1210
H -5.0897 1.1106 0.5724
H -4.1087 2.5952 2.3510
H -3.2074 0.2729 3.5981
H -4.7158 4.0626 3.8328
H -5.7742 4.4055 5.2389
H -6.1279 2.9370 4.1512
C -0.7160 -3.5062 -9.2025
O -1.4001 -2.6353 -8.3164
C -2.1604 -3.3159 -7.3239
C -1.5452 -3.1272 -5.9430
N -0.2807 -3.8482 -5.8226
C 0.4958 -3.4922 -4.6343
C 0.9893 -2.0459 -4.5101
O 1.9742 -1.6879 -5.4690
C 1.4509 -1.2815 -6.7249
H -0.3066 -2.9057 -10.0148
H 0.1165 -4.0067 -8.6980
H -1.3928 -4.2522 -9.6271
H -2.2943 -4.3764 -7.5609
H -3.1542 -2.8558 -7.3218
H -2.2420 -3.4944 -5.1823
H -1.4070 -2.0498 -5.7905
H 0.2854 -3.6580 -6.6398
H 1.3752 -4.1430 -4.6327
H -0.0868 -3.7490 -3.7442
H 1.4824 -1.9590 -3.5364
H 0.1714 -1.3161 -4.4959
H 0.4877 -0.7746 -6.6325
H 1.3706 -2.1377 -7.3971
H 2.1635 -0.5875 -7.1750
C -0.4559 8.4991 3.9165
O 0.4785 7.6058 4.4991
C -0.0567 6.8448 5.5766
C -0.1857 5.3765 5.1931
N -1.2416 5.1786 4.2006
C -1.2461 3.8595 3.5889
C -0.0246 3.4399 2.7627
O 0.1411 4.1739 1.5610
C 0.8189 5.4146 1.7094
H 0.0836 9.1465 3.2254
H -1.2180 7.9561 3.3475
H -0.9358 9.1222 4.6755
H -1.0081 7.2501 5.9365
H 0.6606 6.9210 6.3998
H -0.4165 4.7868 6.0858
H 0.7880 5.0513 4.8097
H -1.1359 5.8686 3.4670
H -2.1203 3.8325 2.9246
H -1.4227 3.1174 4.3720
H -0.1903 2.4021 2.4513
H 0.9002 3.4308 3.3485
H 1.5675 5.3887 2.5041
H 0.1026 6.2194 1.8840
H 1.3246 5.6339 0.7680
*
```

The value obtained for the total energy is -145648.790 eV. As for the HOMO-LUMO gap: 5.73 eV. The HOMO energy is -9.94 eV.

Löwdin population analysis, charges in e, atoms 1 to 2: atom 1 (C): -0.127, atom 2 (C): -0.303

[6]
A structure of composition C19H26CoF3N6O5S at a distorted geometry, computed with ωB97M-V with the def2-TZVPD basis set.

```
! RIJCOSX wB97M-V def2-TZVPD def2/J DEFGRID3
* xyz 2 5
Co 1.5554 -0.7787 -1.1390
C -0.6055 -0.3490 3.8843
N 0.0338 0.1867 2.6904
C 0.1772 1.6368 2.7332
C 0.3634 -0.5325 1.6467
N 0.6092 0.0834 0.4760
N 0.5579 -1.8474 1.7688
C 0.8055 -2.8269 0.8657
N 0.8770 -4.0412 1.3391
N 0.9395 -2.5632 -0.4449
H -0.8810 -1.4237 3.5760
H -1.5435 0.2351 3.9713
H 0.0480 -0.3997 4.7730
H 0.7259 2.0065 3.6585
H -0.7553 2.0595 2.9926
H 0.6816 1.9507 1.8166
H 0.0638 0.9676 0.4433
H 0.5383 -2.2624 2.6783
H 0.7849 -4.2128 2.3107
H 1.3642 -4.7449 0.8048
H 0.7692 -3.4220 -1.0233
O 2.5157 0.8896 -1.6338
C 2.8112 0.9282 -3.0590
C 1.5721 0.3023 -3.7175
C 1.2351 0.6364 -5.0114
C 0.0149 0.2271 -5.5225
C -0.8289 -0.4843 -4.6606
C -0.3819 -0.8353 -3.3978
N 0.8155 -0.4796 -2.9551
H 3.2581 1.2089 -1.0932
H 3.7700 0.3629 -3.2773
H 2.8434 1.9717 -3.4073
H 1.9122 1.2184 -5.5713
H -0.2190 0.5502 -6.5396
H -1.8002 -0.8062 -5.1026
H -1.0124 -1.3655 -2.7110
C -2.6319 3.6983 -0.8766
C -2.4702 2.3790 -0.1143
O -1.7463 1.4644 -0.5915
C -3.3099 2.0264 1.0197
C -2.9397 0.8991 1.8376
C -3.7335 0.4596 2.8507
C -4.9903 1.0470 3.0122
C -5.3261 2.1656 2.2468
C -4.4787 2.6398 1.2282
H -1.6702 3.7536 -1.5375
H -2.7127 4.5284 -0.2336
H -3.5694 3.6411 -1.3977
H -2.0538 0.4514 1.4076
H -3.4393 -0.4567 3.4006
H -5.7968 0.5827 3.6860
H -6.3640 2.3697 2.4767
H -4.9073 3.4340 0.6471
F 6.3982 -2.0069 -1.1367
C 5.6563 -2.2176 -0.0814
F 5.6684 -1.1281 0.7287
F 6.2815 -3.2249 0.5805
S 3.8797 -2.6488 -0.2748
O 3.6999 -3.7704 -1.1306
O 3.4359 -2.7275 1.0871
O 3.5049 -1.4057 -0.9968
*
```

The value obtained for the total energy is -95901.936 eV. As for the HOMO-LUMO gap (alpha / beta): 8.55 / 5.20 eV. The value obtained for the relative energy (zero: lowest compared OMol25 entry of this formula, charge and spin) is 265.2 kJ/mol. The HOMO energy (alpha / beta) is -14.22 / -14.22 eV.

natural (NBO) population analysis, charges in e, atoms 1 to 2: atom 1 (Co): 1.811, atom 2 (C): -0.421

[7]
An isolated molecule of C5H7NO at a distorted geometry, computed with ωB97M-V with the def2-TZVPD basis set.

```
! RIJCOSX wB97M-V def2-TZVPD def2/J DEFGRID3
* xyz 0 1
C 2.0229 0.1222 -0.0682
C 0.7289 -0.6444 0.0787
O 0.6812 -1.8063 0.4062
C -0.6080 -0.0140 -0.3628
C -1.7660 -0.4227 0.5585
C -0.6068 1.4406 -0.6196
N -0.6162 2.5923 -0.7458
H 2.8307 -0.6050 0.0523
H 2.0830 0.8913 0.7098
H 2.0907 0.6140 -1.0465
H -0.7094 -0.5653 -1.2975
H -1.6854 0.0428 1.5459
H -2.7241 -0.1396 0.1152
H -1.7215 -1.5058 0.6738
*
```

The value obtained for the total energy is -8835.617 eV. As for the HOMO-LUMO gap: 10.89 eV. The value obtained for the relative energy (zero: lowest compared OMol25 entry of this formula, charge and spin) is 56.5 kJ/mol. The HOMO energy is -10.28 eV.

natural (NBO) population analysis, charges in e, atoms 1 to 2: atom 1 (C): -0.726, atom 2 (C): 0.622

[8]
A cluster of 2 separate species, C3H8O3 in total at a distorted geometry, computed with ωB97M-V with the def2-TZVPD basis set.

```
! RIJCOSX wB97M-V def2-TZVPD def2/J DEFGRID3
* xyz 0 1
C -0.2388 1.5392 1.1255
O 0.6634 0.4620 0.9824
C 0.7829 -0.0890 -0.2101
C 1.7384 -1.2407 -0.2592
O 0.1072 0.2468 -1.2031
H -0.5009 1.8493 2.1511
H -1.1707 1.3662 0.5613
H 0.3183 2.3591 0.6417
H 2.7356 -0.9060 0.0728
H 1.8243 -1.6396 -1.2839
H 1.3997 -2.0519 0.4070
O -2.8113 -0.4890 -1.2671
H -1.8363 -0.5870 -1.3565
H -3.0118 -0.8194 -0.3621
*
```

The value obtained for the total energy is -9383.089 eV. As for the HOMO-LUMO gap: 11.31 eV. The value obtained for the relative energy (zero: lowest compared OMol25 entry of this formula, charge and spin) is 68.8 kJ/mol. The HOMO energy is -10.65 eV.

natural (NBO) population analysis, charges in e, atoms 1 to 2: atom 1 (C): -0.277, atom 2 (O): -0.493